(1)
Formula: C29H82F3N14O13S
Source: OMol25
Level of theory: the ωB97M-V functional and the def2-TZVPD basis

```
! wB97M-V def2-TZVPD RIJCOSX def2/J DEFGRID3
* xyz -2 2
C -0.05922 -0.35287 -0.38442
F 0.19056 -1.67905 -0.10883
F -0.52878 -0.20988 -1.62604
F -1.02131 0.11924 0.43145
S 1.59032 0.60935 -0.25322
O 2.07801 0.47117 1.10684
O 2.49943 -0.00745 -1.23112
O 1.28042 1.97070 -0.58975
C 2.94130 3.52139 3.25813
O 4.13792 3.23024 3.37899
N 2.39571 4.57070 3.78483
N 2.08278 2.86773 2.45776
H 1.44974 4.64531 3.43889
H 2.94089 5.19981 4.35675
H 1.22975 3.40382 2.38667
H 2.40019 2.09607 1.88865
C -0.63467 4.90082 -0.81162
O -1.17661 5.95953 -0.98801
N -1.21880 3.81220 -0.39996
N 0.62275 4.71045 -1.12893
H -2.19195 3.89234 -0.14176
H -0.67954 2.95829 -0.41166
H 0.93987 3.76224 -0.98594
H 1.22655 5.43755 -1.48509
C 3.70085 -1.96537 -4.44296
O 2.56477 -2.42968 -4.72435
N 3.97826 -1.18607 -3.41055
N 4.73416 -2.37642 -5.04756
H 4.93730 -0.90650 -3.26160
H 3.29460 -0.99165 -2.69298
H 5.55711 -1.94166 -4.65533
H 4.79001 -3.09861 -5.75141
C 2.58888 -3.00163 1.70672
O 2.55077 -4.18390 2.03500
N 2.16613 -1.98499 2.35875
N 3.14841 -2.67403 0.54248
H 2.16909 -2.08834 3.36344
H 2.29755 -1.12526 1.84524
H 3.07248 -1.75479 0.13097
H 3.44699 -3.41682 -0.07331
C 1.00817 -0.49880 7.77429
C 1.53954 -0.91242 6.44270
C 1.11334 -0.01759 5.25047
O -0.29230 -0.07399 4.91144
C -0.58772 0.60970 3.72659
N 3.00257 -1.05245 6.46975
H 0.05651 -0.97872 8.00259
H 0.96118 0.57618 7.94844
H 1.63155 -0.85843 8.59293
H 1.18051 -1.92294 6.24761
H 1.65076 -0.41121 4.38772
H 1.44539 0.99846 5.46372
H -0.42257 1.68500 3.79401
H -1.59652 0.30987 3.44285
H -0.06589 0.05020 2.95022
H 3.26947 -0.41030 7.20222
H 3.33080 -1.93873 6.82595
C -9.29635 0.61608 1.16240
C -7.80689 1.09159 1.45051
C -6.80561 0.57633 0.37018
O -5.48731 0.98937 0.59473
C -4.52582 0.13020 0.01056
N -8.02206 2.51835 1.38514
H -9.39241 -0.46956 1.14626
H -9.81127 1.14415 0.35984
H -9.94761 1.00734 1.94399
H -7.44028 0.79304 2.43264
H -7.04348 1.11701 -0.54589
H -6.91065 -0.49105 0.17585
H -3.52614 0.56370 0.03909
H -4.66191 -0.00711 -1.06216
H -4.56846 -0.85327 0.47862
H -8.53511 2.81406 2.20333
H -7.10206 2.92339 1.48338
C -0.49065 -4.14649 -2.99103
C -1.40330 -3.22108 -3.82877
C -2.77421 -2.91095 -3.15280
O -3.85624 -3.83674 -3.24974
C -4.14686 -4.55222 -4.38318
N -0.66036 -2.02252 -4.01121
H -0.80259 -5.18670 -2.89748
H -0.27251 -3.78287 -1.98689
H 0.42728 -4.37078 -3.53436
H -1.64860 -3.72788 -4.76209
H -3.18256 -1.98138 -3.54935
H -2.53513 -2.82237 -2.09304
H -5.11988 -4.99133 -4.16293
H -3.61860 -5.50337 -4.44916
H -4.04128 -4.01713 -5.32691
H 0.20823 -2.15824 -4.50843
H -0.40412 -1.53423 -3.16504
C 0.25995 3.90767 -6.76053
C -1.13604 4.42456 -6.62261
C -1.64856 4.17040 -5.16851
O -1.75875 2.73835 -5.12878
C -1.86681 2.07788 -3.85839
N -1.18833 5.81872 -6.96205
H 0.39618 2.82839 -6.69200
H 0.85927 4.18715 -5.89404
H 0.69676 4.24518 -7.70041
H -1.86624 3.84295 -7.18532
H -2.63337 4.62803 -5.07459
H -1.02500 4.53083 -4.35037
H -2.76564 2.30559 -3.28536
H -1.07666 2.48714 -3.22890
H -1.67148 1.00593 -3.88800
H -0.67829 5.77250 -7.83258
H -2.13148 5.96889 -7.29071
C 8.59489 -0.66692 -0.25612
C 8.21849 0.80302 0.17695
C 6.75124 0.98571 -0.18013
O 6.29630 2.35123 0.02630
C 4.87551 2.50430 -0.11205
N 8.60521 0.98717 1.59076
H 8.83165 -0.68954 -1.31986
H 7.88005 -1.42175 0.07150
H 9.49681 -0.99683 0.25943
H 8.87380 1.47204 -0.38080
H 6.10604 0.32491 0.39880
H 6.61936 0.66495 -1.21348
H 4.38899 1.59302 0.23574
H 4.46865 2.76298 -1.08963
H 4.65821 3.33971 0.55351
H 9.61275 0.91834 1.60599
H 8.37561 0.18892 2.16537
C -3.11110 -4.12992 4.37997
C -2.10235 -3.38549 3.50163
C -2.61814 -2.49670 2.35950
O -3.22926 -3.20999 1.28236
C -2.79508 -4.41971 0.77998
N -1.33150 -2.62868 4.45180
H -2.51858 -4.76512 5.03841
H -3.81015 -4.75402 3.82325
H -3.83977 -3.46631 4.84555
H -1.38784 -4.04667 3.01131
H -1.81307 -1.83812 2.03357
H -3.37203 -1.87035 2.83640
H -3.15413 -5.13422 1.52070
H -1.73793 -4.63232 0.62081
H -3.25424 -4.72637 -0.15983
H -0.87201 -1.83622 4.02640
H -1.98473 -2.33624 5.16445
*
```

As for the expectation value of S²: 0.75. The highest occupied orbital energy (spin up / spin down) is 2.3 / -4.6 eV. Its HOMO-LUMO gap (spin up / spin down) is 0.04113 / 0.29268 Eh. The largest force on an atom comes out at 5.78 eV/A. The LUMO energy (spin up / spin down) is 3.416 / 3.385 eV.

=====

(2)
Formula: C34H49F13IN2O11P2
Source: OMol25
Level of theory: the ωB97M-V functional and the def2-TZVPD basis

```
! wB97M-V def2-TZVPD RIJCOSX def2/J DEFGRID3
* xyz 1 1
C 1.53957 -2.09222 -1.19458
C 0.51845 -2.60122 -2.21678
P -0.62284 -1.40811 -3.02303
C 0.17335 -0.19939 -4.16720
C 1.27675 0.76068 -3.66725
C -1.85915 -0.68865 -1.85964
C -1.60424 0.30649 -0.97297
C -0.23685 0.91796 -0.86258
C -2.60772 0.82311 -0.16472
C -2.30039 1.95348 0.79391
O -1.60275 1.79425 1.77096
O -2.88781 3.16540 0.52292
C -2.61242 3.63985 -0.79531
C -3.84743 3.54874 -1.68336
O -4.76240 2.80245 -1.48503
I -3.87499 4.83659 -3.40715
C -3.86845 0.31264 -0.22525
C -4.92644 0.91018 0.68840
N -5.08511 0.20033 1.97302
C -4.11151 -0.72250 -1.09934
C -5.49665 -1.29356 -1.10157
C -5.67036 -2.47651 -0.11297
F -6.55265 -2.16485 0.88260
N -3.15167 -1.19449 -1.90357
P -3.52018 -2.52735 -3.07060
C -4.01358 -4.07607 -2.20841
C -4.77431 -1.97854 -4.29583
H 1.07033 -1.56480 -0.36964
H 1.99821 -2.97101 -0.73319
H 2.36248 -1.53394 -1.62532
H -0.11743 -3.31756 -1.69212
H 0.98223 -3.17545 -3.01503
H 0.61353 -0.80261 -4.95919
H -0.62420 0.38584 -4.61973
H 1.89060 1.11914 -4.49083
H 0.79551 1.65437 -3.27493
H 1.90631 0.35592 -2.88260
H 0.56343 0.26464 -1.17545
H -0.22994 1.84139 -1.44042
H -0.02049 1.21519 0.15832
H -1.77594 3.11987 -1.25370
H -2.34532 4.69174 -0.71528
H -5.89102 1.01802 0.20483
H -4.63883 1.91918 0.95222
H -5.16695 -0.79516 1.81152
H -4.24995 0.38367 2.51747
H -6.22294 -0.55137 -0.79759
H -5.81149 -1.63496 -2.08347
H -6.08673 -3.32208 -0.65215
H -4.70495 -2.81272 0.26668
H -3.55512 -4.08361 -1.22099
H -3.53556 -4.87259 -2.77127
H -5.08112 -4.29075 -2.19340
H -5.71070 -2.50814 -4.08656
H -4.49041 -2.26364 -5.30139
H -5.02966 -0.92249 -4.22862
C 6.08036 -0.10127 2.60483
C 6.94788 0.23256 1.41091
O 6.83746 -0.78498 0.39022
C 5.77883 -0.72026 -0.39146
O 4.90079 0.09285 -0.34073
C 5.83794 -1.84014 -1.43958
F 6.16274 -3.01597 -0.89804
F 6.74632 -1.56734 -2.38153
F 4.65562 -1.98516 -2.04447
H 6.32153 -1.09318 2.98594
H 6.23095 0.62835 3.39910
H 5.02424 -0.10556 2.33447
H 7.98984 0.25593 1.69674
H 6.70308 1.21028 0.99686
C 13.23389 0.43316 2.63246
C 12.48514 1.26267 3.65292
O 11.12459 0.80687 3.79961
C 10.94922 -0.25592 4.57299
O 11.80038 -0.86164 5.14796
C 9.45326 -0.58684 4.66420
F 8.85980 -0.55011 3.45693
F 8.81674 0.29446 5.44621
F 9.24897 -1.79422 5.17279
H 12.70036 0.42607 1.68118
H 14.23257 0.83783 2.47414
H 13.32884 -0.60179 2.95942
H 12.41749 2.29630 3.32065
H 12.98724 1.26217 4.61939
C -1.72725 0.94992 4.74619
C -0.92780 2.19108 5.07607
O -0.72156 2.31652 6.49288
C 0.25814 1.57930 7.00070
O 0.96539 0.83493 6.39055
C 0.38826 1.85067 8.50638
F -0.80534 1.85049 9.10797
F 0.95263 3.04653 8.71539
F 1.14362 0.93108 9.09442
H -2.66880 0.94242 5.29860
H -1.94006 0.91098 3.68156
H -1.18550 0.04541 5.02334
H -1.47525 3.08133 4.77309
H 0.02818 2.20329 4.55356
C -7.33873 1.10138 -2.93948
C -6.54982 1.38105 -4.20027
O -6.48839 0.21521 -5.04357
C -7.55784 -0.02204 -5.80113
O -8.54876 0.63658 -5.84158
C -7.31049 -1.26962 -6.66125
F -6.77850 -2.26651 -5.93239
F -6.45441 -0.99127 -7.65086
F -8.43413 -1.71383 -7.19959
H -6.92888 0.23304 -2.41865
H -7.30686 1.96233 -2.27277
H -8.38032 0.87868 -3.16767
H -5.51735 1.62258 -3.94972
H -6.95833 2.22860 -4.74873
*
```

The highest occupied orbital energy is -9.7 eV. Its HOMO-LUMO gap is 0.20184 Eh. The largest force on an atom comes out at 3.29 eV/A. The LUMO energy is -4.240 eV.

=====

(3)
Formula: CH3BrO2P
Source: OMol25
Level of theory: the ωB97M-V functional and the def2-TZVPD basis

```
! wB97M-V def2-TZVPD RIJCOSX def2/J DEFGRID3
* xyz -1 1
C -0.24520 0.08418 -0.09056
O 1.87417 -0.04386 1.83617
O 1.95097 1.81917 0.08400
P 1.47437 0.53652 0.55580
Br -3.22173 -2.23263 -1.82572
H -0.77437 -0.10577 0.89794
H -0.85111 0.77477 -0.73606
H -0.20710 -0.83238 -0.72157
*
```

The relative energy (zero: lowest compared OMol25 entry of this formula, charge and spin) is 27.4 kcal/mol. The highest occupied orbital energy is -3.9 eV. Its HOMO-LUMO gap is 0.20855 Eh. The largest force on an atom comes out at 2.86 eV/A. The LUMO energy is 1.816 eV.

=====

(4)
Formula: C3H13NO4
Source: OMol25
Level of theory: the ωB97M-V functional and the def2-TZVPD basis

```
! wB97M-V def2-TZVPD RIJCOSX def2/J DEFGRID3
* xyz 0 1
C 1.26629 0.42005 -1.49187
N 0.04136 0.73405 -0.73229
C 0.07396 0.66618 0.72363
C 0.01140 -0.76277 1.20809
O 2.31280 1.12230 -1.11867
H 1.29888 -0.70591 -1.41871
H 1.09822 0.52578 -2.57437
H 1.01951 1.06652 1.12644
H -0.81474 1.23394 1.00292
H 0.64379 -1.49791 0.70165
H 0.23316 -0.92383 2.26500
H -1.01033 -1.15438 1.07495
H -3.48895 -0.97394 -1.56848
H -2.92540 -0.68088 -0.19234
O -2.96956 -1.40283 -0.87871
H -0.36969 1.60309 -1.07118
H -3.59482 1.12647 0.59377
O -2.82709 0.55620 0.79019
H 2.85369 0.04843 -0.05366
H 3.89520 -0.33129 1.11383
O 3.25234 -0.66928 0.49982
*
```

The relative energy (zero: lowest compared OMol25 entry of this formula, charge and spin) is 217.7 kcal/mol. The highest occupied orbital energy is -9.3 eV. Its HOMO-LUMO gap is 0.13586 Eh. The largest force on an atom comes out at 3.08 eV/A. The LUMO energy is -5.583 eV.

=====

Question: Which formula does entry 1 have?
Answer: C29H82F3N14O13S